A molecular structure, CH4N4O14V at a distorted geometry, computed with ωB97M-V/def2-TZVPD.

The geometry in XYZ format:
```
24
Properties=species:S:1:pos:R:3:lowdin_charge:R:1
O 1.5065 1.2872 -0.0540 -0.27
V 0.5738 0.0427 0.1808 1.06
N -0.8751 0.2460 -2.9138 -0.55
O -0.4670 0.3766 -1.7025 -0.15
O -0.7452 1.2473 -3.6497 -0.04
O -1.5111 -0.7492 -3.2454 0.02
N 2.1600 0.3224 2.9200 -0.55
O 3.0936 0.8656 2.3367 0.00
O 1.1698 -0.1865 2.2525 -0.13
O 2.1083 0.2415 4.1548 -0.03
N -1.8698 -2.2210 0.5769 -0.56
O -2.0815 -2.5715 -0.5764 0.03
O -0.8971 -1.4128 0.8460 -0.16
O -2.4805 -2.6860 1.5599 -0.05
N 1.8879 -2.2957 -1.6923 -0.56
O 0.9920 -3.0756 -1.9345 0.03
O 2.9081 -2.2228 -2.3857 -0.02
O 1.8155 -1.5251 -0.6467 -0.15
C -1.1946 2.6830 0.4165 -0.09
O -0.8311 1.4468 1.0372 -0.18
H -2.1855 2.9685 0.7673 0.09
H -0.4411 3.4317 0.6616 0.09
H -1.2089 2.5608 -0.6643 0.08
H -1.4268 1.2259 1.7553 0.11
```

As for the multiplicity: 2. Its net charge is -2. The calculation puts the energy at -61404.726 eV. The LUMO energy (spin up / spin down) is 0.17849 / 0.17840 Ha.